DFT (wB97M-V/def2-TZVPD) results for a structure of composition C3H2IN2.

Structure (XYZ):
```
8
Properties=species:S:1:pos:R:3:mulliken_charge:R:1
C 0.79736 -1.78526 1.36421 0.51
C 0.86880 -0.08121 0.37644 0.00
C 0.11705 -1.13373 -0.41650 -0.27
N 1.21753 -0.53653 1.54230 -0.26
N 0.10506 -2.30926 0.49320 -0.21
I 0.89357 -1.27226 -2.37411 0.39
H 1.23554 1.00301 0.09541 0.37
H -1.26027 -1.05322 -0.58309 0.47
```

## Properties
**Calculated total energy**: -14210.519 eV
**HOMO-LUMO gap (alpha / beta)**: 6.5811 / 6.5817 eV
**Spin multiplicity**: 1
**Net charge**: +1
**LUMO (alpha / beta)**: -8.3 / -8.3 eV

DFT (wB97M-V/def2-TZVPD) results for an isolated molecule of C5H11NO.

Structure (XYZ):
```
18
Properties=species:S:1:pos:R:3:mulliken_charge:R:1
C 0.89630 1.69395 -1.32024 -1.06
C 0.75598 0.24815 -1.77722 -0.47
C -0.28781 -0.55183 -0.83255 -0.71
C 0.17193 -0.48759 0.63583 -0.44
C -1.15423 -0.48928 1.46539 0.44
N -0.99758 -1.16478 2.64745 -0.40
O -2.18527 0.05895 1.16138 -0.60
H 1.32139 1.76431 -0.33245 0.32
H -0.12024 2.08003 -1.30399 0.31
H 1.64952 2.15483 -1.96899 0.34
H 0.34151 0.16095 -2.80582 0.31
H 1.64062 -0.41641 -1.68652 0.30
H -1.17569 0.06570 -0.96592 0.31
H -0.31801 -1.59531 -1.14102 0.34
H 0.66377 -1.38763 0.99423 0.27
H 0.74117 0.36602 0.93718 0.28
H -1.80030 -1.00100 3.24200 0.26
H -0.14306 -1.49905 3.05127 0.21
```

## Properties
**SMILES**: CCCCC(N)=O
**Calculated total energy**: -8901.005 eV
**HOMO-LUMO gap**: 10.6970 eV
**Spin multiplicity**: 1
**LUMO**: 0.9 eV

DFT (wB97M-V/def2-TZVPD) results for an isolated molecule of C5H8O2.

Structure (XYZ):
```
15
Properties=species:S:1:pos:R:3:mulliken_charge:R:1
O 0.77035 -0.90260 -1.75370 -0.54
C -0.15871 -1.34817 -0.80077 -0.60
C -1.12959 -0.22578 -0.45529 -0.48
C -0.31895 0.68452 0.46350 0.65
O -1.10306 1.67955 1.05393 -0.58
C 0.78541 0.05430 1.24118 -0.28
C 1.14173 0.90472 0.31490 -0.95
H 1.19584 -0.13788 -1.31745 0.35
H -0.57180 -2.30643 -1.11426 0.40
H 0.36013 -1.54529 0.16812 0.25
H -1.99895 -0.59401 0.10225 0.32
H -1.49836 0.30271 -1.34461 0.28
H -0.49982 2.38224 1.32865 0.31
H 1.08610 -0.50799 2.10851 0.44
H 1.93967 1.56011 0.00503 0.43
```

## Properties
**SMILES**: OCCC1(O)C=C1
**Calculated total energy**: -9406.381 eV
**HOMO-LUMO gap**: 10.5968 eV
**Spin multiplicity**: 1
**LUMO**: 0.9 eV

DFT (wB97M-V/def2-TZVPD) results for a structure of composition C2H3NS3.

Structure (XYZ):
```
9
Properties=species:S:1:pos:R:3:mulliken_charge:R:1
C 1.00079 -0.09420 -0.13410 0.09
C 0.53521 0.88157 0.66201 -0.38
N 0.21925 -0.73669 -0.96351 -0.50
S -1.12796 1.49035 0.55233 -0.03
S -2.33476 -1.48445 1.06368 -0.12
S -2.27649 -0.01471 -0.23185 0.05
H 2.13832 -0.43917 -0.19286 0.28
H 1.23568 1.05130 1.42336 0.34
H 0.60996 -0.65401 -2.17906 0.26
```

## Properties
**Calculated total energy**: -36114.373 eV
**HOMO-LUMO gap (alpha / beta)**: 7.1638 / 6.7457 eV
**Spin multiplicity**: 1
**LUMO (alpha / beta)**: -1.4 / -1.8 eV

DFT (wB97M-V/def2-TZVPD) results for a structure of composition C33H51Cl2N10O4P2S4Sn.

Structure (XYZ):
```
107
Properties=species:S:1:pos:R:3:mulliken_charge:R:1
Sn -0.64465 -0.49558 0.21926 1.62
C -3.47756 3.64387 1.27893 -1.75
C -2.75546 2.53344 0.54798 -0.05
N -1.79609 1.88509 1.12166 1.38
N -1.40785 2.41859 2.32527 -0.57
C -0.67390 1.72376 3.10456 -0.30
S -0.17068 0.09366 3.02329 -0.57
S -0.18831 2.65291 4.58142 -0.18
C -1.30867 1.76446 5.73973 -1.28
C -2.71108 2.25957 5.59700 0.72
C -3.12374 3.39459 6.29062 -0.46
C -4.39676 3.90936 6.11336 -0.52
C -5.27756 3.29187 5.23582 -0.41
C -4.87797 2.15566 4.55020 -0.68
C -3.60385 1.63800 4.73006 -0.14
C -3.12862 2.25870 -0.83518 0.73
C -3.62018 3.30901 -1.61820 -0.78
C -3.90668 3.15583 -2.96006 -0.79
C -3.70894 1.90973 -3.55585 -0.46
C -3.26618 0.84610 -2.80546 -0.37
C -2.96178 0.96956 -1.42556 0.57
O -2.58953 -0.07222 -0.76688 -1.01
H -3.45372 3.43634 2.34419 0.20
H -4.50797 3.72595 0.93854 0.52
H -2.96760 4.59874 1.12480 0.21
H -0.90331 1.94805 6.73346 0.55
H -1.21096 0.71227 5.47714 0.31
H -2.42987 3.87829 6.96772 0.35
H -4.70063 4.79764 6.65322 0.37
H -6.27047 3.69744 5.08809 0.38
H -5.55646 1.66876 3.86230 0.40
H -3.30196 0.75057 4.18702 0.41
H -3.72428 4.29176 -1.17347 0.39
H -4.26415 3.99516 -3.54340 0.37
H -3.89997 1.78395 -4.61596 0.39
H -3.08605 -0.12199 -3.25694 0.46
C 0.89263 -0.50562 -3.25101 -0.06
N 2.01910 0.40115 -3.45808 0.54
C 1.88093 1.21912 -4.64772 -0.84
P 2.91256 0.84974 -2.15102 -0.67
O 2.75262 -0.03563 -1.00478 -0.02
O 2.63419 2.45625 -1.88457 0.27
P 1.16884 3.00768 -1.47835 -2.67
O 0.19286 1.97484 -1.11876 0.78
N 0.72161 3.75227 -2.92158 1.16
C -0.70988 3.95057 -3.10746 -0.63
C 1.53845 4.82716 -3.44504 -1.10
N 1.54676 4.10772 -0.30183 1.11
C 2.66456 5.02114 -0.37941 -1.00
C 0.49599 4.51460 0.61257 -0.75
N 4.51150 0.97385 -2.64177 0.21
C 5.08296 2.16146 -3.24021 -0.89
C 5.47719 0.15932 -1.92603 -0.74
H 0.72327 -1.06991 -4.17022 0.34
H -0.02333 0.02888 -2.97914 0.10
H 1.12814 -1.20795 -2.45675 -0.35
H 1.98104 0.57930 -5.52960 0.36
H 2.65625 1.98098 -4.68747 0.21
H 0.90476 1.71173 -4.67628 0.27
H -1.24570 3.12776 -2.63708 -0.33
H -0.93954 3.95855 -4.17676 0.38
H -1.06258 4.89277 -2.66627 0.32
H 2.58924 4.60675 -3.25852 0.26
H 1.29990 5.80202 -2.99802 0.23
H 1.38463 4.90517 -4.52542 0.34
H 3.37389 4.68157 -1.13095 0.21
H 3.16696 5.05495 0.59247 0.33
H 2.32952 6.03658 -0.62381 0.25
H -0.32698 3.81330 0.52266 -0.28
H 0.13845 5.52838 0.39165 0.26
H 0.85893 4.48942 1.64353 0.34
H 4.31082 2.75319 -3.72382 0.18
H 5.82179 1.86543 -3.99099 0.35
H 5.58018 2.79631 -2.49487 0.28
H 4.95197 -0.69318 -1.50388 0.02
H 5.96322 0.71219 -1.11190 0.30
H 6.24470 -0.19516 -2.62025 0.35
S -1.65734 -2.65324 1.41733 -0.47
C -1.05365 -3.62874 0.12640 0.59
S -0.83839 -2.96803 -1.41961 -0.42
C -0.61029 -4.94134 0.42052 0.17
C -0.14355 -5.83196 -0.57105 0.15
N 0.30515 -6.58570 -1.32462 -0.67
C -0.27930 -5.33582 1.72819 0.06
N 0.19483 -5.65161 2.74075 -0.75
N 3.85786 -4.00842 2.02558 0.03
C 3.11800 -3.08700 2.95133 -0.99
C 2.50545 -1.96714 2.10937 -0.13
N 1.63644 -2.48135 1.07989 1.00
C 2.32849 -3.39864 0.20336 -0.41
C 2.94146 -4.56610 0.97511 -0.85
H 4.28622 -4.77053 2.54786 0.35
H 4.58329 -3.45902 1.55925 0.38
H 3.81387 -2.68538 3.68920 0.41
H 2.33204 -3.66612 3.43816 0.43
H 3.29400 -1.37032 1.63594 0.13
H 1.91846 -1.32264 2.76132 -0.32
H 0.82567 -2.92721 1.50509 -0.02
H 3.10380 -2.83722 -0.33420 -0.13
H 1.63148 -3.78764 -0.53907 0.37
H 3.49984 -5.23746 0.32164 0.29
H 2.15359 -5.12682 1.47872 0.33
Cl 4.94006 1.15601 3.33542 -0.23
C 3.39340 1.88816 2.88877 -0.17
Cl 3.22517 2.01868 1.12032 0.06
H 3.36152 2.87806 3.33054 0.44
H 2.58837 1.25288 3.25948 -0.09
```

## Properties
**Calculated total energy**: -150940.963 eV
**HOMO-LUMO gap**: 5.1049 eV
**Spin multiplicity**: 1
**Net charge**: -1
**LUMO**: 1.3 eV

DFT (wB97M-V/def2-TZVPD) results for a structure of composition C31H36BrF6N5O8S3Tb.

Structure (XYZ):
```
91
Properties=species:S:1:pos:R:3:lowdin_spin:R:1
Tb -0.69940 -0.10889 -0.57512 6.02
O 0.68553 3.55543 1.41073 0.00
C 2.03246 3.51542 1.26965 0.00
C 2.78669 4.51575 1.87363 0.00
C 4.16294 4.53049 1.73919 0.00
C 4.80734 3.56078 0.98220 0.00
C 4.05854 2.55802 0.39126 0.00
C 2.67764 2.50992 0.54571 0.00
C 1.92407 1.31105 0.01148 0.00
O 0.63895 1.51234 -0.44064 -0.02
N 1.88694 0.35378 1.15648 0.00
N 1.03460 -0.66208 1.16075 0.00
C 1.12616 -1.59460 2.03709 0.00
C 0.18934 -2.68933 2.10532 0.00
Br -1.48114 -2.37997 1.14213 0.00
C 0.29534 -3.84023 2.77371 0.00
C 1.48966 -4.34043 3.45539 0.00
C 2.78637 -4.11077 2.98617 0.00
C 3.87849 -4.62167 3.66728 0.00
C 3.69658 -5.36049 4.82721 0.00
C 2.41267 -5.61461 5.29024 0.00
C 1.31860 -5.12533 4.59989 0.00
H 0.28399 3.05066 0.68420 0.00
H 2.26855 5.27833 2.44105 0.00
H 4.73530 5.30980 2.22503 0.00
H 5.88122 3.58815 0.85743 0.00
H 4.54619 1.78453 -0.19255 0.00
H 2.53645 0.86231 -0.78492 0.00
H 2.67898 0.35250 1.78593 0.00
H 1.91630 -1.58609 2.78628 0.00
H -0.58066 -4.47694 2.82182 0.00
H 2.93267 -3.58310 2.05202 0.00
H 4.87739 -4.45457 3.28573 0.00
H 4.55265 -5.75813 5.35582 0.00
H 2.27039 -6.20060 6.18853 0.00
H 0.31530 -5.34117 4.94763 0.00
F 0.76990 0.78083 -5.35318 0.00
C -0.05166 1.58158 -4.68185 0.00
F -0.02554 2.78136 -5.23076 0.00
F -1.30279 1.08709 -4.77169 0.00
S 0.39237 1.59455 -2.87229 0.00
O 0.02604 0.19531 -2.57366 0.00
O 1.77023 1.93864 -2.84325 0.00
N -0.68232 2.68019 -2.46528 0.00
S -1.82897 2.39301 -1.46113 0.00
O -1.70519 2.98477 -0.16714 0.00
O -2.28063 0.99607 -1.45575 0.00
C -3.28410 3.24688 -2.21528 0.00
F -4.30188 3.03790 -1.37681 0.00
F -3.56084 2.70082 -3.39291 0.00
F -3.08658 4.54112 -2.35393 0.00
N 1.25312 -1.99961 -1.31362 0.00
C 1.50864 -3.40890 -1.28752 0.00
C 2.80871 -3.89706 -1.24863 0.00
C 3.04176 -5.26437 -1.23161 0.00
C 1.97886 -6.15415 -1.25051 0.00
C 0.67948 -5.66625 -1.27342 0.00
C 0.44194 -4.30105 -1.28682 0.00
H 2.13473 -1.49883 -1.29705 0.00
H 0.80025 -1.75884 -2.18844 0.00
H 3.64325 -3.20345 -1.24728 0.00
H 4.05760 -5.63687 -1.21729 0.00
H 2.16136 -7.22026 -1.25000 0.00
H -0.15349 -6.35825 -1.26908 0.00
H -0.56892 -3.91345 -1.29487 0.00
C -1.84958 -3.35694 -4.10002 0.00
N -3.03484 -3.02189 -3.32316 0.00
C -4.28106 -3.65100 -3.72423 0.00
C -2.96035 -2.24591 -2.25650 0.00
O -1.91160 -1.76843 -1.80121 0.00
H -2.04424 -3.18066 -5.15719 0.00
H -1.58209 -4.40550 -3.96102 0.00
H -1.02464 -2.72824 -3.77982 0.00
H -4.40612 -3.56801 -4.80243 0.00
H -5.12484 -3.16790 -3.23544 0.00
H -4.27757 -4.70936 -3.45714 0.00
H -3.92693 -2.03876 -1.78248 0.00
O -1.64661 0.65805 1.33342 0.00
S -1.52491 1.54180 2.57122 0.00
C -2.35986 0.49655 3.84629 0.00
C -3.69997 1.13404 4.20635 0.00
C -4.14515 1.91165 2.97329 0.00
C -2.92257 2.71057 2.56030 0.00
H -1.69620 0.37908 4.70125 0.00
H -2.48085 -0.46173 3.34331 0.00
H -3.57228 1.82417 5.04195 0.00
H -4.42163 0.37238 4.49986 0.00
H -4.99266 2.56241 3.18731 0.00
H -4.42607 1.23123 2.16609 0.00
H -2.66649 3.47880 3.29355 0.00
H -2.97723 3.15403 1.57465 0.00
```

## Properties
**Calculated total energy**: -197843.767 eV
**HOMO-LUMO gap (alpha / beta)**: 7.7797 / 7.7789 eV
**Spin multiplicity**: 7
**<S²>**: 12.60
**Net charge**: +1
**LUMO (alpha / beta)**: -2.5 / -2.5 eV

DFT (wB97M-V/def2-TZVPD) results for a structure of composition C26H31GeN2O3W.

Structure (XYZ):
```
64
Properties=species:S:1:pos:R:3:lowdin_spin:R:1
W 0.81784 0.41752 0.13342 0.88
C -2.82922 4.15938 -0.98872 0.00
N -1.51170 3.53000 -1.23047 0.00
C -0.76494 4.08752 -2.37944 0.00
C -1.05858 2.57601 -0.50285 0.01
O 0.12649 2.04401 -0.73706 0.04
C -1.82838 2.01696 0.67821 0.00
O -1.00430 0.97692 1.25460 0.01
C -0.92380 0.89046 2.70117 0.00
C 0.54915 0.85596 3.03460 0.00
O 1.35978 0.74338 2.00809 0.02
N 0.98528 0.94328 4.23822 0.00
C 2.42686 0.92515 4.57055 0.00
C 0.05519 1.11845 5.37878 0.00
H -2.73297 5.22362 -1.19181 0.00
H -3.15604 4.02939 0.03877 0.00
H -3.55990 3.72989 -1.67381 0.00
H -0.40206 5.07707 -2.10322 0.00
H -1.45885 4.18082 -3.21252 0.00
H 0.06361 3.44418 -2.64862 0.00
H -2.78743 1.59315 0.37461 0.00
H -1.99941 2.79810 1.42078 0.00
H -1.42270 -0.02728 3.02020 0.00
H -1.42332 1.74635 3.15546 0.00
H 3.02549 0.85339 3.67068 0.00
H 2.61418 0.07680 5.22687 0.00
H 2.65962 1.84587 5.10397 0.00
H -0.78263 0.42726 5.30547 0.00
H -0.29423 2.15031 5.41840 0.00
H 0.60097 0.90231 6.29249 0.00
C -0.34380 -3.62689 2.95170 0.00
C -1.31789 -4.02773 2.04583 0.01
C -1.34517 -3.50102 0.75546 0.00
C -0.37309 -2.58658 0.36387 0.01
C 0.61623 -2.18658 1.28895 0.00
C 0.63259 -2.70509 2.57569 0.01
Ge -0.44229 -1.44753 -1.16480 -0.01
C -1.20286 -1.61761 -2.85082 -0.01
C -1.95583 -2.76496 -3.16407 0.00
C -2.45958 -2.89975 -4.44205 0.00
C -2.21138 -1.91682 -5.39905 0.00
C -1.45843 -0.78342 -5.09132 0.00
C -0.95514 -0.62237 -3.81765 0.00
C 1.90657 -0.63237 -1.20037 -0.02
C 2.60065 -1.83601 -1.36084 0.02
C 3.93701 -1.81655 -1.73000 -0.01
C 4.61668 -0.60526 -1.88337 0.01
C 3.95062 0.59881 -1.73130 0.01
C 2.58465 0.61645 -1.41233 0.01
H -0.32237 -4.05982 3.94360 0.00
H -2.05809 -4.76078 2.33977 0.00
H -2.12552 -3.81447 0.07395 0.00
H 1.53505 -1.67538 0.96253 0.00
H 1.43656 -2.45671 3.25812 0.00
H -2.14052 -3.54731 -2.43911 0.00
H -3.03802 -3.77833 -4.69423 0.00
H -2.60353 -2.03934 -6.40074 0.00
H -1.26249 -0.03860 -5.85059 0.00
H -0.35568 0.25091 -3.58397 0.00
H 2.13661 -2.78638 -1.11800 0.00
H 4.47088 -2.75192 -1.84400 0.00
H 5.66790 -0.60973 -2.14391 0.00
H 4.44871 1.53398 -1.95391 0.00
H 2.08695 1.55890 -1.63985 0.01
```

## Properties
**Calculated total energy**: -94886.387 eV
**HOMO-LUMO gap (alpha / beta)**: 6.3082 / 6.5145 eV
**Spin multiplicity**: 2
**<S²>**: 0.76
**Net charge**: +4
**LUMO (alpha / beta)**: -13.6 / -13.4 eV

DFT (wB97M-V/def2-TZVPD) results for a structure of composition C15H15BeN4O6S3.

Structure (XYZ):
```
44
Properties=species:S:1:pos:R:3:mulliken_charge:R:1
Be -0.74752 -0.50020 -0.75972 -0.03
O 1.64402 -1.42868 1.84933 -0.66
S 0.49923 -0.54627 1.86690 1.18
O -0.21086 -0.48985 3.12068 -0.73
O -0.43464 -0.80425 0.74863 0.03
C 1.24079 1.09687 1.70501 0.14
C 2.18106 1.26259 2.72769 -0.97
C 2.90966 2.42570 2.85921 -0.63
C 2.70861 3.46035 1.95484 -0.59
C 1.79168 3.30454 0.93594 -0.95
C 1.04747 2.12769 0.79277 0.82
S -0.12697 2.32200 -0.57956 1.23
O 0.65732 2.97690 -1.60604 -0.74
O -1.18711 3.10963 -0.00095 -0.70
O -0.62446 1.02359 -1.08159 0.07
H 2.31999 0.43415 3.40845 0.41
H 3.62673 2.52583 3.66418 0.38
H 3.26279 4.38565 2.04869 0.38
H 1.62709 4.08493 0.20713 0.45
C 4.67485 -0.19782 -0.81271 -0.97
N 3.40283 -0.80760 -1.11832 0.32
C 3.10801 -2.14358 -1.03767 -0.59
C 1.77382 -2.25064 -1.28073 -0.37
N 1.24274 -1.00633 -1.50098 -0.07
C 2.24892 -0.16611 -1.40408 -0.49
H 5.47285 -0.68538 -1.37279 0.34
H 4.88010 -0.28067 0.25588 0.33
H 4.63886 0.85628 -1.08057 0.32
H 3.85338 -2.87853 -0.78842 0.41
H 1.15330 -3.12921 -1.32294 0.36
H 2.18837 0.89338 -1.58980 0.52
C -6.41601 -2.47025 -1.11699 -1.20
C -5.10504 -1.74896 -0.97138 1.03
C -4.99208 -0.57001 -0.22921 -1.03
C -3.72051 -0.04732 -0.08328 0.12
N -2.66591 -0.62074 -0.63665 -0.02
C -2.85611 -1.72953 -1.39152 0.21
S -1.42227 -2.28034 -2.08837 -0.47
N -4.05882 -2.31357 -1.55928 -0.61
H -7.20524 -1.80186 -1.46437 0.32
H -6.71681 -2.87752 -0.14957 0.27
H -6.28515 -3.28809 -1.82068 0.35
H -5.84796 -0.08286 0.21537 0.34
H -3.53098 0.85608 0.48743 0.49
```

## Properties
**Calculated total energy**: -66957.786 eV
**HOMO-LUMO gap**: 7.6013 eV
**Spin multiplicity**: 1
**Net charge**: -1
**LUMO**: 2.7 eV